Record 1
Computed, not measured: a structure of composition C3H4N4O, with wB97M-V/def2-TZVPD.

Values from the calculation:
Kohn-Sham gap ... 8.57 eV
Energy relative to the best compared isomer or geometry (same formula, charge and spin) ... 512.9 kJ/mol
Largest force on an atom ... 0.1559 Eh/bohr
Lowest unoccupied orbital energy ... 0.20 eV
2S+1 ... 1

Geometry (Å):
C (3.0785, 0.0797, -0.1459)
C (-0.2065, -0.4552, 0.0866)
C (-2.2353, -0.2498, -0.1141)
H (3.4227, -0.8839, -0.0664)
H (3.8764, 0.8137, -0.2959)
H (-3.2724, -0.4636, -0.3305)
H (0.2385, 1.7285, -0.0722)
N (1.7413, 0.3085, 0.0185)
N (0.9809, -0.7433, 0.1076)
N (-1.3468, -1.2413, -0.0103)
N (-0.4569, 0.8551, 0.2448)
O (-1.8144, 1.0381, -0.0898)

Löwdin atomic charge list, values in e, 6 entries:
1 C 0.0387
2 C -0.5138
3 C -0.1321
4 H 0.0166
5 H 0.0562
6 H 0.1343


Record 2
Computed, not measured: a structure of composition C2H3N3OS, with wB97M-V/def2-TZVPD.

Values from the calculation:
Kohn-Sham gap ... 9.62 eV
Energy relative to the best compared isomer or geometry (same formula, charge and spin) ... 370.5 kJ/mol
Largest force on an atom ... 0.0851 Eh/bohr
Lowest unoccupied orbital energy ... 0.25 eV
2S+1 ... 1

Geometry (Å):
C (1.2794, 1.1996, -0.1093)
C (0.7490, -0.0152, -0.0203)
N (2.6385, 1.3376, 0.0514)
N (2.1050, -1.2499, 0.0340)
N (-0.4889, -0.5704, 0.0119)
O (4.5766, -0.2826, -0.0066)
S (3.1869, -0.1252, 0.0009)
H (0.8920, 2.2013, -0.2007)
H (-0.6505, -0.7848, -0.9318)
H (-0.7319, -1.2000, 0.7674)

Löwdin atomic charge list, values in e, 6 entries:
1 C -0.2338
2 C -0.2957
3 N -0.1733
4 N -0.1395
5 N 0.0886
6 O -0.3192


Record 3
Computed, not measured: an isolated molecule of C10H10O3Se, with wB97M-V/def2-TZVPD.

Values from the calculation:
Kohn-Sham gap ... 7.99 eV
Energy relative to the best compared isomer or geometry (same formula, charge and spin) ... 0.0 kJ/mol
Largest force on an atom ... 0.0948 Eh/bohr
Lowest unoccupied orbital energy ... 0.33 eV
2S+1 ... 1

Geometry (Å):
C (-3.7480, -0.4514, -0.1347)
C (-2.8082, -0.0360, 0.8044)
C (-3.3682, -1.3145, -1.1706)
C (-1.5083, -0.4907, 0.8228)
C (-1.9967, -1.6322, -1.2639)
C (-1.1082, -1.2109, -0.3259)
C (3.0827, -0.6707, 0.2645)
C (3.1543, 1.6368, 0.3419)
C (1.5525, -0.5391, 0.5430)
C (1.6694, 1.7448, 0.2993)
O (3.5469, -1.7901, 0.1557)
O (3.7142, 0.4484, -0.1310)
O (1.0147, 2.1088, -0.7935)
Se (0.6852, -1.4975, -0.7106)
H (-4.6934, -0.0820, -0.0395)
H (-3.1042, 0.5843, 1.6409)
H (-4.1032, -1.5390, -2.0214)
H (-0.8362, -0.1639, 1.5267)
H (-1.6727, -2.3479, -2.0859)
H (3.6541, 2.4576, -0.3022)
H (3.5492, 1.7844, 1.4653)
H (1.0838, -0.6793, 1.5093)
H (1.1515, 2.2424, 1.1145)
H (1.0888, 1.4376, -1.5092)

Löwdin atomic charge list, values in e, 6 entries:
1 C -0.0876
2 C -0.0811
3 C -0.0659
4 C -0.0833
5 C -0.1643
6 C -0.5465


Record 4
Computed, not measured: a cluster of 7 separate species, C22H62N4O10 in total, with wB97M-V/def2-TZVPD.

Values from the calculation:
Kohn-Sham gap ... 8.96 eV
Energy relative to the best compared isomer or geometry (same formula, charge and spin) ... 440.5 kJ/mol
SMILES ... COC[C@H](C)N.COC[C@H](C)N.COC[C@H](C)N.COC[C@H](C)N.OCCO.OCCO.OCCO
Largest force on an atom ... 0.0747 Eh/bohr
Lowest unoccupied orbital energy ... 0.19 eV
2S+1 ... 1

Geometry (Å):
C (4.9502, -2.3454, 4.6489)
O (3.6015, -2.4539, 4.3275)
C (3.2374, -3.2515, 3.2909)
C (1.7075, -3.4909, 3.2225)
C (1.2110, -4.5612, 2.2380)
N (1.0261, -2.3561, 2.7092)
H (5.3593, -3.1284, 5.2874)
H (5.0897, -1.3927, 5.1597)
H (5.4848, -2.2742, 3.7016)
H (3.6413, -2.9499, 2.3245)
H (3.5978, -4.2664, 3.4585)
H (1.1791, -3.5006, 4.1759)
H (1.5857, -5.5277, 2.5749)
H (1.5954, -4.5954, 1.2186)
H (0.1225, -4.6157, 2.2210)
H (1.3857, -2.1764, 1.7827)
H (1.4888, -1.6712, 3.2898)
C (4.5061, 2.3917, 5.7936)
O (3.8258, 3.3721, 5.0620)
C (2.5705, 3.0970, 4.5416)
C (1.9276, 4.0329, 3.5529)
C (0.5011, 3.5233, 3.1850)
N (2.7386, 4.3399, 2.3758)
H (3.9506, 1.4893, 6.0490)
H (5.1162, 2.7488, 6.6232)
H (5.2842, 2.0098, 5.1327)
H (2.6499, 2.0757, 4.1691)
H (1.8281, 3.0667, 5.3390)
H (1.8493, 4.9265, 4.1721)
H (0.5050, 2.4723, 2.8964)
H (0.0151, 3.9265, 2.2966)
H (-0.2235, 3.6990, 3.9801)
H (3.4920, 4.7870, 2.8784)
H (3.2629, 3.5352, 2.0635)
C (-5.7748, 0.9350, -6.1693)
O (-5.2628, 0.4686, -4.9643)
C (-5.9164, -0.5248, -4.2252)
C (-5.1770, -0.6085, -2.8698)
C (-5.0089, 0.6741, -2.1902)
N (-4.0090, -1.4443, -2.8936)
H (-5.1470, 1.6387, -6.7160)
H (-6.6742, 1.5183, -5.9720)
H (-5.8244, 0.1307, -6.9033)
H (-6.9107, -0.1907, -3.9288)
H (-5.9144, -1.4205, -4.8463)
H (-5.7548, -1.1436, -2.1162)
H (-4.4923, 1.3935, -2.8256)
H (-4.4953, 0.5726, -1.2341)
H (-6.0442, 0.9747, -2.0291)
H (-3.3839, -0.8234, -3.3874)
H (-3.6820, -1.5465, -1.9435)
C (2.8899, -1.3301, -0.8697)
O (1.4810, -0.9838, -1.2363)
C (0.7365, -0.1435, -0.4582)
C (-0.7336, 0.1499, -0.8871)
C (-1.3853, 1.3482, -0.1419)
N (-1.5895, -1.0016, -0.6935)
H (3.6018, -0.5360, -1.0946)
H (3.2401, -2.2925, -1.2429)
H (2.9729, -1.5000, 0.2037)
H (0.5225, -0.5419, 0.5335)
H (1.2439, 0.8211, -0.4774)
H (-0.6630, 0.4896, -1.9204)
H (-0.9222, 2.3087, -0.3683)
H (-1.1160, 1.1269, 0.8908)
H (-2.4540, 1.5297, -0.2565)
H (-1.4258, -1.6589, -1.4427)
H (-1.2148, -1.4618, 0.1237)
O (-4.0690, -1.5803, 1.0872)
C (-3.2046, -1.2265, 2.1658)
C (-2.2262, -2.3185, 2.5785)
O (-1.2508, -2.4883, 1.6688)
H (-3.6172, -1.4946, 0.2445)
H (-2.7764, -0.2349, 2.0190)
H (-3.8194, -1.0182, 3.0414)
H (-2.7514, -3.2428, 2.8192)
H (-1.7753, -2.0172, 3.5241)
H (-0.4674, -2.7310, 2.1678)
O (3.2285, -3.2729, -5.4224)
C (3.0363, -3.4866, -4.0819)
C (1.5443, -3.2765, -3.7628)
O (1.2919, -3.5124, -2.4016)
H (3.9445, -2.6392, -5.5084)
H (3.3779, -4.4321, -3.6607)
H (3.6152, -2.7635, -3.5074)
H (0.9178, -3.9852, -4.3044)
H (1.2488, -2.2589, -4.0182)
H (1.3828, -2.7285, -1.8550)
O (0.6921, 5.9091, -4.5638)
C (-0.4540, 6.0029, -3.7391)
C (-0.8695, 4.7079, -2.9631)
O (-0.1868, 4.5932, -1.7475)
H (0.7586, 5.2589, -5.2670)
H (-0.3311, 6.8500, -3.0643)
H (-1.2850, 6.2544, -4.3981)
H (-0.5499, 3.8892, -3.6078)
H (-1.9409, 4.6945, -2.7629)
H (0.7610, 4.6839, -1.8702)

Löwdin atomic charge list, values in e, 6 entries:
1 C -0.0942
2 O -0.1720
3 C -0.2264
4 C -0.3835
5 C -0.0396
6 N 0.0163